[1]
Formula: C13H27N3O3S2
Source: the Open Molecules 2025 dataset
Level of theory: ωB97M-V with the def2-TZVPD basis set

Results
**Frontier orbital gap**: 8.512 eV
**Charge**: 0
**Total energy**: -46199.308 eV
**E_LUMO**: 0.2 eV
**Molar mass**: 337.51 g/mol
**Highest occupied orbital energy**: -8.35 eV

XYZ file:
```
48
Properties=species:S:1:pos:R:3:forces:R:3:lowdin_charge:R:1
C -26.309375 1.465864 -22.534810 0.551 -0.097 -0.064 -0.0629
C -27.663536 1.163937 -22.946329 0.026 -0.041 0.128 -0.2972
N -28.735216 0.928218 -23.272902 -0.323 -0.093 -0.118 0.1363
H -26.264201 1.671664 -21.468551 -0.078 0.155 0.006 0.0841
H -25.923961 2.309148 -23.108347 -0.052 0.088 0.101 0.0848
H -25.657665 0.612970 -22.729567 -0.097 -0.017 -0.040 0.0856
C -29.691250 7.391114 -32.410302 0.251 0.341 -0.768 -0.0624
C -29.382777 6.432726 -31.374429 -0.114 0.090 0.016 -0.2689
N -29.134079 5.689057 -30.540932 0.081 -0.294 0.188 0.1785
H -29.187657 8.340717 -32.228979 -0.061 -0.025 0.188 0.0856
H -30.758157 7.566734 -32.511060 -0.083 -0.068 0.143 0.0870
H -29.313899 7.031930 -33.371532 -0.095 -0.076 0.102 0.0884
C -26.049425 4.524214 -31.129637 1.166 -0.341 0.508 -0.0789
C -24.591708 4.429052 -31.346868 -0.800 0.170 0.087 -0.2820
N -23.471644 4.344487 -31.563342 0.475 -0.027 -0.056 0.1153
H -26.273806 3.995958 -30.202235 -0.153 -0.173 -0.157 0.0517
H -26.508306 4.024161 -31.976618 -0.458 0.270 0.050 0.0790
H -26.326204 5.560991 -30.970674 -0.207 0.043 -0.397 0.0601
C -30.143390 8.410740 -28.748856 -0.136 -0.045 -0.428 -0.2965
S -30.122933 9.185593 -27.134149 -0.130 0.345 -0.206 0.8052
O -30.031791 8.079590 -26.165422 0.092 -0.525 0.398 -0.5461
C -28.483034 9.921671 -27.273183 0.155 0.383 -0.101 -0.2587
H -30.259961 9.146380 -29.548139 0.105 0.137 0.126 0.0543
H -31.004918 7.744343 -28.785155 0.026 -0.009 0.138 0.0570
H -29.230924 7.836257 -28.890748 -0.007 -0.066 0.052 0.0194
H -28.611760 10.975630 -27.528840 0.073 -0.057 -0.034 0.0465
H -27.847721 9.435653 -28.011329 -0.058 -0.122 0.010 0.0471
H -28.014223 9.850550 -26.294370 -0.119 -0.022 0.083 0.0559
C -28.146535 3.059170 -26.089799 -0.088 0.081 0.329 -0.2667
S -27.671520 4.775547 -25.847093 -0.345 0.081 -0.159 0.8107
O -26.190107 4.738085 -25.723748 0.275 0.012 0.057 -0.5625
C -28.042985 5.286252 -27.533813 -0.331 -0.164 -0.053 -0.2905
H -27.973198 2.589247 -25.125461 0.078 -0.199 -0.101 0.0016
H -27.499897 2.663199 -26.870697 0.006 -0.110 0.010 0.0290
H -29.204254 2.937252 -26.325066 0.013 0.177 -0.113 0.0682
H -27.808626 4.463865 -28.206762 0.276 0.152 -0.125 0.0260
H -27.471563 6.184762 -27.750202 0.110 -0.030 0.008 0.0462
H -29.106126 5.506538 -27.637933 0.009 0.037 0.189 0.0381
C -27.686201 -0.223903 -28.148542 -0.108 -0.035 0.525 -0.0188
C -27.167330 0.595363 -29.299856 0.531 -0.407 0.127 -0.4916
O -26.670169 1.681714 -29.119875 -0.190 0.277 -0.118 0.0632
C -27.177745 -0.073126 -30.649080 -0.221 0.230 -0.437 -0.0214
H -28.749802 -0.451276 -28.243749 0.012 0.020 -0.120 0.0913
H -27.518735 0.298914 -27.208341 -0.102 0.117 -0.080 0.0692
H -27.160500 -1.178066 -28.070254 -0.001 -0.012 -0.253 0.0869
H -28.198811 -0.127766 -31.040790 -0.002 -0.151 0.185 0.0894
H -26.785887 -1.085788 -30.568109 -0.064 -0.059 -0.010 0.0829
H -26.598995 0.486602 -31.382428 0.114 0.058 0.185 0.0807
```
Forces are in eV/Å.

***

[2]
Formula: C13H27N3O5PS
Source: the Open Molecules 2025 dataset
Level of theory: ωB97M-V with the def2-TZVPD basis set

Results
**Frontier orbital gap**: 6.254 eV
**Charge**: +1
**ΔE to the lowest compared entry with this formula, charge and spin**: 266.0 kcal/mol
**Total energy**: -48734.207 eV
**E_LUMO**: -6.4 eV
**Molar mass**: 368.42 g/mol
**Highest occupied orbital energy**: -12.63 eV

XYZ file:
```
50
Properties=species:S:1:pos:R:3:forces:R:3:lowdin_charge:R:1
N 4.496927 3.340838 1.104065 -1.248 1.310 -3.089 -0.2132
P 4.375498 3.672287 -0.496994 3.265 0.432 4.778 0.7052
O 4.317849 5.404266 -0.685722 -1.143 -3.344 -0.551 -0.1993
O 5.858783 3.013597 -1.212146 -3.629 0.435 1.070 -0.2213
C 2.832106 2.738749 -1.129253 -5.769 -3.054 -1.831 -0.1106
C 2.656230 2.062892 -2.608616 -0.571 0.079 0.579 -0.0098
N 1.539467 1.337219 -3.242084 2.418 2.113 3.164 0.0626
N 0.427757 1.123501 -2.492972 2.613 2.764 4.207 0.0502
C 0.370058 1.615952 -1.085622 -0.952 0.341 1.228 -0.0240
C -1.050107 1.212965 -0.297392 1.417 -1.056 -0.408 -0.1373
C -1.229485 1.901425 1.166693 -1.145 -0.190 0.331 -0.2140
C -1.709295 3.468311 1.167678 1.293 -0.137 1.624 -0.2351
S -2.949140 3.916170 -0.172715 -8.055 1.653 0.157 0.8021
O -3.621308 5.305044 0.138971 3.944 -4.896 -1.198 -0.3611
O -4.085115 2.822923 -0.251499 5.644 3.287 0.163 -0.3514
O -2.236986 3.987155 -1.722320 0.028 0.870 2.295 -0.2312
C 1.450713 2.464793 -0.218019 2.598 -1.137 -5.867 0.1039
H 4.475235 4.247777 1.628001 0.198 -1.097 -0.467 -0.0018
H 3.460455 5.684487 -0.248873 1.259 -0.365 -0.648 0.0903
H 6.085967 2.226654 -0.610531 -0.522 1.639 -0.804 0.1022
H 3.621107 2.184434 -3.305173 -2.625 -0.479 1.473 0.1441
H -0.381338 0.598863 -2.944687 1.374 0.923 0.835 0.2071
H -0.962724 0.036681 -0.119305 -0.147 2.458 -0.362 0.1223
H -1.937526 1.356212 -1.046730 1.525 0.031 1.642 0.1202
H -2.088086 1.292701 1.730146 1.904 1.293 -1.456 0.1511
H -0.284302 1.817762 1.869038 -1.832 0.069 -1.655 0.1281
H -0.786662 4.224617 1.212434 -2.183 -1.497 -0.615 0.1250
H -2.277983 3.638515 2.203705 0.846 -0.159 -2.608 0.1489
H -2.024483 4.951829 -1.909040 -0.498 -1.287 0.439 0.1135
H 1.358686 2.853677 0.881258 -0.022 -1.070 -2.412 0.1187
C 0.737443 -2.545367 1.086978 0.241 -0.204 0.184 -0.1110
C 0.358762 -3.584271 0.042916 -0.113 0.092 -0.187 -0.2674
C -1.127126 -3.556515 -0.326482 0.020 -0.290 -0.031 -0.2314
C -2.095181 -3.873737 0.819941 -0.009 0.129 0.073 -0.2288
C -1.884526 -5.227891 1.501764 -0.143 0.096 0.046 -0.2711
C -2.087537 -6.410117 0.568178 0.098 -0.204 0.014 -0.1108
H 0.222249 -2.719781 2.035602 0.041 0.085 -0.082 0.0729
H 1.814047 -2.584506 1.282386 -0.140 0.104 0.040 0.0758
H 0.493388 -1.536613 0.739916 -0.024 0.052 0.033 0.0417
H 0.648697 -4.580308 0.392418 -0.058 0.077 -0.037 0.1055
H 0.944575 -3.394401 -0.864813 -0.039 -0.108 0.065 0.1039
H -1.296072 -4.259647 -1.150596 -0.009 0.092 0.080 0.1049
H -1.375233 -2.564174 -0.723337 -0.005 0.033 -0.023 0.0898
H -3.119496 -3.829661 0.427881 0.109 -0.017 0.047 0.1125
H -2.030407 -3.084970 1.578661 -0.014 -0.025 -0.045 0.0975
H -2.599401 -5.312455 2.329517 0.137 0.068 -0.072 0.1093
H -0.887813 -5.279758 1.952283 -0.043 0.042 -0.012 0.1001
H -3.093895 -6.401607 0.138745 0.098 -0.004 -0.002 0.0788
H -1.962272 -7.349000 1.116974 -0.040 0.088 -0.147 0.0755
H -1.362499 -6.407517 -0.251227 -0.092 -0.036 0.041 0.0671
```
Forces are in eV/Å.

***

Which of these has the lowest total energy? C13H27N3O5PS

***

Which formula does entry 1 have? C13H27N3O3S2

***

Among the records above, which one has the lowest highest occupied orbital energy? C13H27N3O5PS

***

What is the frontier orbital gap in the second record? 6.254 eV